(1)
A molecular structure, C20H12AsF6N2O4SZn, computed with ωB97M-V with the def2-TZVPD basis set.

Geometry (Å):
Zn 0.298 0.520 0.618
O -2.821 -2.592 -0.266
C -1.789 -1.801 0.009
O -1.328 -0.998 -0.766
C -1.229 -2.007 1.380
C -1.668 -2.946 2.288
C -1.053 -2.976 3.538
C -0.045 -2.077 3.834
C 0.323 -1.156 2.864
N -0.255 -1.151 1.673
C 1.394 -0.083 3.091
O 2.039 -0.139 4.117
O 1.518 0.762 2.125
H -3.155 -2.345 -1.142
H -2.473 -3.618 2.031
H -1.377 -3.696 4.279
H 0.455 -2.047 4.792
S 2.080 0.378 -3.565
C 2.850 -0.758 -2.508
C 3.824 -1.706 -2.807
C 4.301 -2.484 -1.772
C 3.828 -2.315 -0.466
C 2.863 -1.376 -0.171
C 2.361 -0.596 -1.212
N 1.382 0.390 -1.100
C 1.148 0.976 -2.242
C 0.195 2.072 -2.405
C -0.148 2.619 -3.648
C -1.050 3.667 -3.715
C -1.633 4.184 -2.561
C -1.319 3.656 -1.309
C -0.411 2.641 -1.311
H 4.197 -1.825 -3.814
H 5.061 -3.228 -1.973
H 4.235 -2.925 0.330
H 2.524 -1.219 0.844
H 0.287 2.222 -4.558
H -1.310 4.083 -4.679
H -2.346 4.996 -2.631
H -1.781 4.015 -0.398
F -1.462 1.483 0.799
As -2.912 1.569 1.938
F -3.323 -0.028 1.387
F -1.882 0.858 3.130
F -4.258 1.636 2.984
F -2.361 3.139 2.366
F -3.774 2.227 0.601

Summary:
Strongest force on any atom in eV/Å: 0.1
E_tot in Ha: -6192.51751
2S+1: 2
⟨S²⟩: 0.760
ΔE to the lowest compared entry with this formula, charge and spin in eV: 0.005


(2)
A gas-phase ion, C6H12P (charge +1) at a distorted geometry, computed with ωB97M-V with the def2-TZVPD basis set.

Geometry (Å):
C 1.780 1.014 -0.071
C 0.506 1.396 -0.095
C 2.176 -0.425 0.038
C 0.989 -1.354 0.191
C -1.770 0.181 1.443
C -1.636 -0.126 -1.513
P -0.666 0.047 0.009
H 2.584 1.732 -0.142
H 0.177 2.418 -0.183
H 2.750 -0.679 -0.856
H 2.858 -0.524 0.887
H 0.854 -2.071 -0.608
H 0.875 -1.801 1.171
H -1.196 0.115 2.366
H -2.515 -0.614 1.428
H -2.278 1.146 1.398
H -2.340 0.703 -1.581
H -2.190 -1.064 -1.520
H -0.955 -0.095 -2.364

Summary:
Strongest force on any atom in eV/Å: 3.2
Total charge: +1
E_tot in Ha: -576.91302
ΔE to the lowest compared entry with this formula, charge and spin in eV: 0.000


(3)
A single C4H4N2O molecule at a distorted geometry, computed with ωB97M-V with the def2-TZVPD basis set.

Geometry (Å):
O 2.323 -1.269 0.078
C 1.230 -0.755 0.000
C 1.038 0.714 -0.002
C -0.194 1.233 -0.020
N -1.340 0.390 0.000
C -1.049 -0.959 -0.259
N 0.069 -1.557 -0.177
H 1.936 1.327 0.006
H -0.366 2.304 -0.128
H -1.676 0.081 0.949
H -1.971 -1.509 -0.447

Summary:
Strongest force on any atom in eV/Å: 2.1
Structure (SMILES): O=c1cc[nH]cn1
E_tot in Ha: -339.52930
ΔE to the lowest compared entry with this formula, charge and spin in eV: 1.425


Look up the E_tot of the second one. -576.91302 Ha


Which value of E_tot does entry 2 give? -576.91302 Ha


Look up the strongest force on any atom of the second one. 3.2 eV/Å